# C25H7F15GeN7OPdS5Sb

C25H7F15GeN7OPdS5Sb as an isolated structure in a non-equilibrium geometry (the ωB97M-V functional and the def2-TZVPD basis, OMol25).

Element x y z (Å)
Pd: -1.258 1.274 -0.215
S: -5.246 2.056 -1.415
Sb: -3.712 0.406 -2.059
S: -1.894 1.918 -2.584
S: -3.076 -0.345 0.181
N: 2.922 4.914 -1.385
C: 2.696 3.789 -1.230
N: 2.529 2.545 -1.011
C: 1.554 1.767 -1.083
N: 0.774 0.891 -1.173
C: 0.775 7.052 -0.762
N: 0.233 5.789 -0.347
C: 0.309 5.305 1.009
C: -0.166 3.860 0.830
O: -0.348 3.026 1.693
N: -0.378 3.650 -0.493
C: -0.079 4.762 -1.153
N: -0.195 4.864 -2.477
H: 0.554 7.796 0.001
H: 0.294 7.357 -1.690
H: 1.857 6.979 -0.912
H: -0.367 5.840 1.681
H: 1.328 5.346 1.404
H: -0.478 4.020 -2.956
H: 0.327 5.559 -2.982
S: -3.147 2.905 0.544
C: -3.472 2.173 1.986
N: -3.758 1.735 3.013
F: -1.684 -2.503 3.023
C: -2.268 -3.099 1.980
C: -1.594 -3.077 0.769
C: -2.196 -3.690 -0.313
F: -1.586 -3.676 -1.509
C: -3.431 -4.317 -0.202
F: -3.998 -4.907 -1.263
C: -4.087 -4.325 1.023
F: -5.278 -4.923 1.130
C: -3.499 -3.722 2.132
F: -4.129 -3.754 3.308
Ge: 0.107 -1.995 0.723
S: 0.007 -0.009 1.566
C: 0.839 -2.222 -1.154
C: 0.203 -1.511 -2.155
F: -0.990 -0.967 -1.859
C: 0.697 -1.389 -3.444
F: 0.058 -0.672 -4.370
C: 1.886 -2.040 -3.757
F: 2.395 -1.959 -4.991
C: 2.521 -2.813 -2.792
F: 3.636 -3.487 -3.107
C: 1.993 -2.894 -1.509
F: 2.611 -3.687 -0.620
C: 1.452 -2.968 1.856
C: 2.737 -2.455 1.844
F: 2.981 -1.442 1.005
C: 3.765 -2.982 2.612
F: 5.010 -2.506 2.513
C: 3.485 -4.022 3.494
F: 4.452 -4.527 4.269
C: 2.197 -4.540 3.552
F: 1.920 -5.548 4.391
C: 1.212 -4.021 2.715
F: -0.003 -4.585 2.727

Output
Total charge: -1
Energy relative to the best compared isomer or geometry (same formula, charge and spin) in eV: 1.6185
Expectation value of S²: 8.78
Gap between HOMO and LUMO (alpha / beta) in eV: 7.5 / 5.0
Spin multiplicity: 6
E_HOMO (alpha / beta) in eV: -5.4 / -5.7

Here are the natural (NBO) charges for atoms 1 to 8, given in e: Pd 0.821; S -0.494; Sb 0.913; S -0.308; S -0.229; N -0.576; C 0.482; N -0.677